(1)
DFT (wB97M-V/def2-TZVPD) results for a cluster of 5 separate species, C51H71ClN4O6P in total in a non-equilibrium geometry.

XYZ file:
```
134
C51H71ClN4O6P (wB97M-V/def2-TZVPD)
C 7.44841 1.55030 -1.12959
C 6.17293 2.03630 -1.88360
O 5.06488 1.18785 -1.50964
P 4.06673 1.85658 -0.42026
O 3.09021 2.68598 -1.12948
C 3.35249 0.43317 0.46057
C 1.92150 0.09681 -0.05259
C 0.84395 0.03245 1.05561
C -0.14263 -1.15293 0.92874
C -1.45835 -0.77249 0.23519
C -1.24920 -0.14396 -1.16817
C -2.17470 1.09936 -1.36532
C -1.40312 2.43695 -1.25259
N -1.43349 2.97849 0.12164
C -2.24154 4.19734 0.25203
C -2.52466 4.39036 1.74168
C -1.43509 4.54541 2.55786
C -1.59603 4.69157 3.92899
C -2.86855 4.66403 4.42717
C -3.98847 4.52965 3.62943
C -3.86111 4.39674 2.26697
O -4.93042 4.23864 1.41854
C -2.35045 -2.00886 0.19669
C -3.71840 -1.83570 -0.47703
C -4.83358 -1.17553 0.38960
C -4.39897 -0.59926 1.74601
Cl -5.67556 0.12518 -0.53462
N -1.56341 -3.00569 -0.64205
C -0.41997 -3.34867 0.01550
N -0.23464 -4.69796 0.23601
N 0.45503 -2.40864 0.35269
C 1.61918 -2.89882 1.11828
C 1.31424 -3.40666 2.55067
C 1.42525 -2.33298 3.63072
O 0.53617 -2.22109 4.45389
O 2.52398 -1.53405 3.63923
O 4.85309 2.83702 0.60342
C 5.57068 2.14899 1.65967
C 6.75373 3.03953 2.09659
H 8.21057 1.21772 -1.83865
H 7.82476 2.30714 -0.43827
H 7.17405 0.67015 -0.53405
H 5.99077 3.09841 -1.69637
H 6.38580 1.94262 -2.95266
H 3.99887 -0.43049 0.23542
H 3.39959 0.52611 1.55191
H 1.61589 0.88394 -0.75363
H 2.00871 -0.81817 -0.64974
H 0.24720 0.95306 1.04705
H 1.34585 0.00555 2.03057
H -0.44275 -1.40059 1.96210
H -1.89822 0.00652 0.86640
H -0.21272 0.10712 -1.40267
H -1.57260 -0.86039 -1.93663
H -2.97808 1.06468 -0.61992
H -2.60109 1.05227 -2.37469
H -0.34764 2.23927 -1.49887
H -1.74801 3.17966 -1.98188
H -1.90174 2.30112 0.71677
H -1.70445 5.09488 -0.08652
H -3.18737 4.15640 -0.31301
H -0.45016 4.55031 2.09488
H -0.69998 4.79056 4.53359
H -2.99995 4.74720 5.50466
H -4.99223 4.50304 4.05091
H -5.39091 5.08682 1.36402
H -2.42314 -2.47860 1.18830
H -3.61973 -1.35548 -1.45540
H -4.07504 -2.85483 -0.70278
H -5.59592 -1.93230 0.58747
H -5.31747 -0.39339 2.31030
H -3.91475 0.37769 1.63614
H -3.80309 -1.28484 2.35671
H -2.11434 -3.84912 -0.77469
H -0.60746 -5.12990 1.06683
H 0.22023 -5.32180 -0.41230
H 2.43501 -2.17523 1.18763
H 2.02805 -3.74481 0.55956
H 2.09707 -4.13970 2.79845
H 0.36903 -3.93762 2.64724
H 2.67891 -1.32137 4.57402
H 4.90141 2.05005 2.52282
H 5.91990 1.16142 1.33424
H 6.41511 3.63613 2.94831
H 7.12831 3.64672 1.27210
H 7.56870 2.41066 2.47871
C -4.78949 -5.93585 1.82967
C -3.54299 -6.13612 1.25257
C -3.08782 -7.42338 1.00175
C -3.88535 -8.51303 1.32077
C -5.13333 -8.31371 1.89466
C -5.58402 -7.02594 2.15292
H -5.14212 -4.93078 2.02783
H -2.92294 -5.28234 0.99711
H -2.11195 -7.57937 0.55639
H -3.53445 -9.51722 1.12182
H -5.75586 -9.16365 2.14182
H -6.55505 -6.87249 2.60516
C -4.48863 10.37015 1.49363
C -4.79187 9.40708 2.44306
C -4.24497 8.13414 2.34186
C -3.38801 7.82096 1.29789
C -3.08661 8.79064 0.34774
C -3.63638 10.06039 0.44320
H -4.91651 11.36163 1.57064
H -5.45562 9.64708 3.26432
H -4.48470 7.37724 3.08012
H -2.98807 6.82250 1.23774
H -2.41951 8.55295 -0.47205
H -3.40099 10.80949 -0.30206
C 4.71719 -2.22306 -3.80835
C 5.26718 -3.15273 -4.67955
C 6.59258 -3.54026 -4.53056
C 7.36187 -3.00544 -3.50450
C 6.80713 -2.07867 -2.63096
C 5.48508 -1.68472 -2.78741
H 3.68404 -1.91595 -3.92118
H 4.66461 -3.57508 -5.47436
H 7.02618 -4.26016 -5.21290
H 8.39353 -3.31187 -3.38608
H 7.40626 -1.66290 -1.82962
H 5.04969 -0.95960 -2.11603
C -0.57992 -4.61554 -5.74860
C 0.54210 -3.95615 -6.23317
C 1.03731 -2.84571 -5.56406
C 0.41663 -2.39917 -4.40439
C -0.70304 -3.06062 -3.91763
C -1.20410 -4.16676 -4.59219
H -0.96834 -5.47942 -6.27256
H 1.02986 -4.30788 -7.13322
H 1.90812 -2.32661 -5.94508
H 0.80654 -1.53410 -3.88049
H -1.18722 -2.71214 -3.01153
H -2.08117 -4.67988 -4.21693
```

## Properties
total charge: +1
2S+1: 1
HOMO-LUMO gap: 6.95 eV
molecular weight: 902.6 g/mol
HOMO energy: -10.55 eV

(2)
DFT (wB97M-V/def2-TZVPD) results for a structure of composition C51H72CrGeN3O7P3Sb in a non-equilibrium geometry.

XYZ file:
```
139
C51H72CrGeN3O7P3Sb (wB97M-V/def2-TZVPD)
Cr -0.46985 0.36966 -0.10838
C -0.01721 0.88368 -3.24259
C -1.39853 1.24828 -2.80314
C -2.36474 1.64798 -3.71653
C -3.64896 1.92566 -3.28343
C -3.93168 1.78419 -1.93158
C -2.92250 1.40103 -1.06540
N -1.67224 1.15981 -1.48968
Sb -3.48480 1.40286 1.04201
C -1.64964 2.38878 1.63585
C -1.72938 3.25085 2.71416
C -0.64473 4.05890 3.02169
C 0.44510 4.03093 2.17577
C 0.47363 3.14370 1.10580
C 1.63747 3.15523 0.17546
N -0.53625 2.27725 0.87799
C -2.99493 -0.38658 2.17964
C -3.94459 -0.62965 3.16239
C -3.69248 -1.62716 4.09393
C -2.51701 -2.34076 3.97637
C -1.61785 -2.03721 2.95193
C -0.34606 -2.83032 2.86211
N -1.84697 -1.05204 2.07458
H 0.02067 0.76240 -4.32359
H 0.30604 -0.03866 -2.75219
H 0.68595 1.66227 -2.94923
H -2.09803 1.73391 -4.76088
H -4.41472 2.24184 -3.97929
H -4.92425 1.98017 -1.54786
H -2.63580 3.29036 3.30407
H -0.67671 4.72836 3.87096
H 1.28515 4.69506 2.32605
H 1.98318 4.17711 0.02345
H 1.36524 2.70214 -0.77295
H 2.46362 2.57420 0.59341
H -4.84977 -0.03712 3.20520
H -4.39754 -1.84089 4.88669
H -2.27826 -3.13270 4.67442
H -0.54999 -3.88730 3.03606
H 0.34353 -2.51409 3.64950
H 0.14317 -2.70801 1.89979
C -2.34477 -1.59808 -4.62536
C -3.32623 -1.74335 -3.48047
C -4.72766 -2.07998 -3.95277
O -2.85191 -2.82551 -2.62728
P -2.41450 -2.57876 -1.13275
O -1.80918 -1.24569 -0.92028
C -1.34771 -4.01296 -0.85344
P 0.42197 -3.64379 -1.13372
O 0.87921 -2.27739 -0.81923
O 0.53817 -4.03658 -2.66594
C 1.79639 -3.82433 -3.37344
C 2.40524 -5.17491 -3.70480
C 1.49779 -3.02468 -4.62657
O 1.23883 -4.66252 -0.26034
C 1.21592 -6.11587 -0.14212
C 0.95989 -6.45292 1.31397
C 0.22261 -6.81543 -1.05731
O -3.68899 -2.64678 -0.20694
C -4.68135 -3.70459 -0.02915
C -4.35967 -4.49464 1.22473
C -4.82586 -4.61569 -1.23590
H -2.64579 -0.77646 -5.27523
H -2.32085 -2.51852 -5.21023
H -1.34592 -1.41005 -4.23416
H -3.34029 -0.82754 -2.88490
H -4.72730 -3.05495 -4.44126
H -5.06460 -1.33339 -4.67142
H -5.42647 -2.09682 -3.11620
H -1.63841 -4.78384 -1.56440
H -1.47548 -4.36465 0.17027
H 2.45720 -3.25915 -2.70973
H 1.74646 -5.72253 -4.38040
H 2.55936 -5.76775 -2.80344
H 3.36613 -5.03422 -4.19988
H 0.71734 -3.52678 -5.19944
H 2.39179 -2.95643 -5.24562
H 1.16242 -2.01979 -4.37245
H 2.23103 -6.41695 -0.39769
H -0.07390 -6.22452 1.58280
H 1.63302 -5.89030 1.96072
H 1.12510 -7.51794 1.47573
H -0.79855 -6.67630 -0.69808
H 0.43290 -7.88403 -1.05157
H 0.29620 -6.45927 -2.08236
H -5.60893 -3.15269 0.12731
H -3.45785 -5.09573 1.08528
H -5.18753 -5.16843 1.44329
H -4.21611 -3.82983 2.07214
H -3.89753 -5.15947 -1.42030
H -5.09058 -4.05958 -2.13164
H -5.61145 -5.34340 -1.03898
C 1.18917 -0.11246 1.77008
Ge 3.18733 0.15429 1.69141
C 3.97354 -1.65330 1.38480
C 4.29260 -2.12739 0.11771
C 4.90999 -3.35900 -0.04079
C 5.20685 -4.13138 1.07361
C 4.87711 -3.67497 2.34178
C 4.27021 -2.43569 2.49794
C 3.59778 0.70926 3.57405
C 2.62338 0.57028 4.53167
C 2.81711 1.04895 5.84356
C 3.97632 1.68966 6.17609
C 5.01075 1.84661 5.22380
C 6.22690 2.49225 5.54951
C 7.21402 2.63907 4.61763
C 7.03714 2.13818 3.31228
C 5.87414 1.50953 2.97052
C 4.82254 1.34949 3.90482
H 0.98867 -1.02873 2.30915
H 0.88657 -0.25784 0.72268
H 0.70865 0.71473 2.28213
H 4.06502 -1.51572 -0.74781
H 5.17869 -3.71596 -1.02837
H 5.70656 -5.08571 0.95845
H 5.12050 -4.27190 3.21205
H 4.04779 -2.06202 3.49212
H 1.68778 0.07425 4.29978
H 2.03032 0.91718 6.57564
H 4.11405 2.09472 7.17112
H 6.36928 2.86190 6.55774
H 8.14203 3.13131 4.87600
H 7.83235 2.25185 2.58697
H 5.73799 1.09762 1.97472
C 5.26277 0.97090 -1.21921
P 3.68834 0.93183 -2.11419
C 3.59180 2.58648 -2.86350
C 3.93497 -0.19018 -3.51510
O 2.49929 0.57519 -1.27171
H 6.07451 1.21662 -1.90498
H 5.46707 0.00843 -0.74909
H 5.20433 1.73631 -0.44361
H 4.47027 2.76924 -3.48243
H 3.55420 3.33271 -2.07080
H 2.70072 2.67542 -3.48346
H 4.85546 0.05935 -4.04310
H 3.08987 -0.09617 -4.19746
H 3.99028 -1.21823 -3.15816
```

## Properties
total charge: +2
2S+1: 6
HOMO-LUMO gap (alpha / beta): 6.57 / 6.70 eV
molecular weight: 1178.4 g/mol
ΔE to the lowest compared entry with this formula, charge and spin: 0.0 kJ/mol
HOMO energy (alpha / beta): -11.26 / -11.63 eV